Computed, not measured: C34H50BaN11O4PSSi as an isolated structure at a distorted geometry, with ωB97M-V/def2-TZVPD.

Positions of all 103 atoms, in Å:
Ba (0.774, -0.192, 1.011)
N (2.931, -0.275, 3.084)
C (3.997, 0.691, 2.850)
C (3.424, 2.098, 2.730)
N (2.492, 2.282, 1.622)
C (3.031, 2.942, 0.439)
C (3.457, 1.985, -0.666)
N (2.305, 1.238, -1.158)
H (3.284, -1.226, 3.063)
H (2.470, -0.144, 3.978)
H (4.752, 0.697, 3.647)
H (4.505, 0.417, 1.922)
H (2.894, 2.317, 3.662)
H (4.257, 2.810, 2.655)
H (1.674, 2.767, 1.954)
H (2.257, 3.598, 0.029)
H (3.888, 3.576, 0.705)
H (3.947, 2.571, -1.455)
H (4.196, 1.280, -0.276)
H (1.599, 1.874, -1.520)
H (2.556, 0.616, -1.918)
O (0.223, -2.734, 0.701)
S (1.631, -3.131, 0.475)
O (2.211, -3.914, 1.531)
O (2.443, -1.970, 0.062)
C (1.502, -4.112, -1.016)
C (1.980, -5.408, -0.982)
C (1.906, -6.208, -2.116)
C (1.362, -5.699, -3.280)
C (0.882, -4.394, -3.304)
C (0.930, -3.580, -2.176)
P (0.247, -1.870, -2.255)
C (-1.551, -2.129, -2.388)
C (-2.192, -3.358, -2.519)
C (-3.578, -3.426, -2.545)
C (-4.341, -2.274, -2.430)
C (-3.714, -1.046, -2.262)
C (-2.331, -0.981, -2.231)
C (0.746, -1.387, -3.945)
C (2.118, -1.307, -4.194)
C (2.592, -0.857, -5.414)
C (1.702, -0.464, -6.406)
C (0.339, -0.534, -6.167)
C (-0.138, -0.996, -4.946)
H (2.414, -5.783, -0.065)
H (2.278, -7.224, -2.084)
H (1.307, -6.308, -4.173)
H (0.462, -3.999, -4.222)
H (-1.611, -4.268, -2.595)
H (-4.064, -4.388, -2.651)
H (-5.422, -2.335, -2.439)
H (-4.303, -0.150, -2.113)
H (-1.831, -0.043, -2.006)
H (2.821, -1.609, -3.424)
H (3.659, -0.808, -5.590)
H (2.072, -0.106, -7.358)
H (-0.363, -0.238, -6.937)
H (-1.207, -1.065, -4.782)
C (-0.451, -2.943, 3.996)
C (-0.880, -1.576, 4.462)
C (-1.652, -1.427, 5.602)
C (-1.987, -0.124, 5.980)
C (-1.571, 0.942, 5.227)
C (-0.806, 0.738, 4.033)
N (-0.484, -0.549, 3.708)
N (-0.408, 1.707, 3.205)
Si (-0.631, 3.380, 3.474)
C (0.327, 4.023, 4.974)
C (-2.455, 3.902, 3.644)
C (-0.043, 4.362, 1.966)
H (-0.374, -3.637, 4.833)
H (0.508, -2.899, 3.482)
H (-1.168, -3.359, 3.285)
H (-1.948, -2.287, 6.186)
H (-2.568, 0.049, 6.879)
H (-1.813, 1.947, 5.541)
H (0.079, 3.473, 5.884)
H (0.124, 5.081, 5.156)
H (1.402, 3.915, 4.811)
H (-3.046, 3.273, 4.311)
H (-2.941, 3.893, 2.664)
H (-2.516, 4.928, 4.018)
H (0.982, 4.732, 2.056)
H (-0.677, 5.242, 1.837)
H (-0.119, 3.781, 1.042)
N (-2.361, 2.058, -4.153)
C (-1.831, 3.224, -4.574)
N (-2.209, 3.687, -5.786)
N (-0.975, 3.948, -3.894)
C (-0.593, 3.409, -2.748)
N (-0.272, 2.924, -1.748)
H (-2.858, 1.453, -4.781)
H (-2.002, 1.647, -3.304)
H (-3.000, 3.302, -6.267)
H (-1.901, 4.611, -6.031)
N (-2.945, -1.480, 1.285)
C (-2.596, -0.162, 1.228)
N (-3.306, 0.727, 1.980)
O (-1.709, 0.225, 0.465)
H (-3.418, -1.815, 2.108)
H (-2.246, -2.107, 0.908)
H (-3.751, 0.382, 2.817)
H (-2.781, 1.579, 2.130)

## Properties
Electronic energy, eV: -89354.399
Strongest force on any atom, eV Å⁻¹: 1.9

Atomic partial charges in e from the Mulliken method, atoms 1 to 8: Ba 1.4447; N -0.2260; C -0.6811; C -0.5637; N 0.7602; C -1.0107; C -0.6648; N 0.1576